Record 1
C2H7S2 | the ωB97M-V functional and the def2-TZVPD basis

Summary:
**Kohn-Sham gap**: 4.83 eV
**Lowest unoccupied orbital energy**: 2.83 eV
**Total charge**: -1
**Max |F|**: 0.03894 Eh/bohr
**Relative energy (zero: lowest compared OMol25 entry of this formula, charge and spin)**: 1.025 eV

Atoms and positions in Å:
H -0.32797 1.30561 -0.86445
S 0.76103 -2.31055 1.01924
S 0.65762 3.03424 -2.30576
H -1.08782 1.38721 -2.41967
H 0.31548 -0.46416 2.48605
H 0.47357 0.59110 -2.23609
C -0.10705 1.41375 -1.93248
C -0.14436 -0.83693 1.56882
H 0.53511 -3.05213 2.11296
H 0.12486 -0.05871 0.85491
H -1.20045 -1.00944 1.71646

Here are the Löwdin charges for atoms 1 to 6, given in e: atom 1 (H): -0.044, atom 2 (S): 0.600, atom 3 (S): -0.098, atom 4 (H): -0.026, atom 5 (H): 0.021, atom 6 (H): -0.044



Record 2
C14H29B3O5 | the ωB97M-V functional and the def2-TZVPD basis

Summary:
**Kohn-Sham gap**: 10.70 eV
**Lowest unoccupied orbital energy**: 0.42 eV
**SMILES**: CCCCCCCCCCB1OBOBO1.O=C1CCCO1
**Max |F|**: 0.01849 Eh/bohr

Atoms and positions in Å:
H 3.85189 -0.63516 1.82203
H 2.56981 3.01117 -0.79002
B -4.67884 -0.67125 0.17581
C 2.43563 1.96168 -1.02911
H 5.79618 -1.22043 -0.41535
H -6.49218 0.94071 -2.15316
C -0.75959 -4.16585 -0.46705
H 0.82064 0.57707 -0.80141
B -3.72896 1.40832 -0.24456
C 0.93425 1.63136 -1.02815
C 4.76286 -1.00335 -0.14867
C 4.45767 0.40263 -0.66106
H 5.58777 -0.98692 1.87560
H 4.44404 -2.24855 1.56408
C -1.99568 2.36778 1.39928
H 2.85802 1.81608 -2.02104
H -1.07433 0.75510 0.29214
O -4.46867 1.44009 -1.42269
C -0.77890 1.62642 0.86574
H -3.81482 3.31201 0.75664
O -5.85179 -0.16219 -0.33353
H 0.81559 3.05829 0.61525
H 5.31544 1.05750 -0.53686
H -0.47800 3.18266 -0.57050
C 0.34599 -3.16611 -0.75755
H -1.60401 -1.20995 0.75233
O 0.10727 -2.01351 -0.08246
H -2.51654 -3.78738 0.81809
O 1.30921 -3.32274 -1.44706
H 4.29693 0.32890 -1.73408
H -1.05591 -4.68207 -1.37530
H -2.48406 -2.89522 -0.70078
H 4.17241 -1.75024 -0.66712
H 2.56690 0.37782 0.45474
C 0.14037 2.48756 -0.01125
H 3.59345 1.74456 0.74573
H -1.64682 3.28299 1.87718
H 0.53058 1.82559 -2.01907
H -0.20489 1.27748 1.72270
C 3.23026 1.08174 -0.03830
H -0.74647 -2.38753 1.75858
H -4.51498 -1.82560 0.38664
H -0.38722 -4.88723 0.26162
C -1.86388 -3.28114 0.10943
C 4.65546 -1.20053 1.36440
H -2.59669 3.27234 -0.48901
O -3.63990 0.19120 0.42354
H -2.47464 1.79496 2.18877
B -5.64729 0.74924 -1.34573
C -1.06603 -2.15138 0.74074
C -3.02752 2.69104 0.31980

Here are the Löwdin charges for atoms 1 to 6, given in e: atom 1 (H): 0.054, atom 2 (H): 0.100, atom 3 (B): -0.347, atom 4 (C): -0.199, atom 5 (H): 0.098, atom 6 (H): 0.117



Record 3
C2H10N4 | the ωB97M-V functional and the def2-TZVPD basis

Summary:
**Kohn-Sham gap**: 10.19 eV
**Lowest unoccupied orbital energy**: 0.95 eV
**SMILES**: [H]/N=C/N.NCN
**Max |F|**: 0.03269 Eh/bohr
**Relative energy (zero: lowest compared OMol25 entry of this formula, charge and spin)**: 0.741 eV

Atoms and positions in Å:
H -1.83849 -1.27886 -0.23052
N -2.81543 0.53346 -0.27449
N -1.89633 -0.88267 -2.22859
C -2.52854 -0.78869 -0.91596
N 1.69223 0.30452 1.56153
C 2.91914 0.03319 1.70745
H 1.15322 -0.44132 1.99042
H -1.07186 -0.29702 -2.15760
N 3.89999 0.96228 1.44426
H -1.89463 0.98076 -0.26537
H 3.34480 -0.91126 2.03490
H -2.50615 -0.43726 -2.92028
H 4.77378 0.62404 1.11118
H -3.49914 -1.27656 -0.83777
H 3.65283 1.78692 0.90306
H -3.38541 1.08846 -0.92220

Here are the Löwdin charges for atoms 1 to 6, given in e: atom 1 (H): 0.095, atom 2 (N): -0.022, atom 3 (N): -0.011, atom 4 (C): -0.381, atom 5 (N): 0.050, atom 6 (C): -0.403



Record 4
C36H38BCrF4N7S2Se | the ωB97M-V functional and the def2-TZVPD basis

Summary:
**Kohn-Sham gap (spin up / spin down)**: 5.42 / 5.44 eV
**Lowest unoccupied orbital energy (spin up / spin down)**: 1.99 / 1.97 eV
**Total charge**: -1
**⟨S²⟩**: 0.791
**Max |F|**: 0.01944 Eh/bohr
**Spin multiplicity**: 2
**Relative energy (zero: lowest compared OMol25 entry of this formula, charge and spin)**: 1.203 eV

Atoms and positions in Å:
Cr -1.32319 0.00228 0.43652
H -3.25560 0.32417 5.42085
H 0.74539 -4.72884 -2.44091
C 4.80891 0.51908 -2.17731
N 0.51159 -0.52993 -0.57322
H -0.30292 5.82255 -0.51003
H 1.75411 -1.77028 1.35527
H 7.25479 2.62894 -1.17905
C 3.95025 0.61532 -1.07992
S -3.15094 0.06170 1.89001
H -0.34128 -4.41608 4.42884
C -0.45783 4.76890 -0.30183
C -0.31664 -2.62981 3.08173
C 5.99870 1.22088 -2.21597
H -2.67685 2.66326 1.13091
H -4.37032 2.47750 -4.84924
C 0.89210 -1.92169 -0.58336
C -1.19240 0.88330 3.58460
H -0.12569 1.75545 -4.78529
C -0.61785 1.37882 4.89077
N -1.07284 -2.31629 1.97892
C 1.95860 -3.75984 0.56259
C -2.50321 0.65581 3.40915
N 2.75802 -0.13707 -1.11953
Se -4.34252 0.78820 -0.80367
C 0.49509 3.84937 -0.70770
C 1.57019 -2.43334 0.51759
H 1.67988 5.38580 -1.61879
C -2.25905 2.17839 -4.95522
C -1.89770 -3.32319 1.82368
H -3.01831 -5.65875 1.94932
C 5.49394 2.13105 -0.06045
N -4.70421 1.49272 -2.35881
B -3.17647 -2.54245 -1.25923
H 0.63211 -1.76474 -3.59767
H 0.42916 -1.94145 3.45322
C -1.13708 1.16357 -3.04004
H -3.59960 1.93534 4.78494
C 6.33661 2.05537 -1.15656
H 2.46214 -4.14467 1.44128
H 1.93833 -5.64072 -0.48236
S -0.01832 0.64342 2.31019
F -2.03522 -1.86830 -0.65681
H -3.16150 -5.48081 3.70750
H -1.38970 1.75369 5.56497
H -2.66173 -3.41609 1.06908
H 2.18879 2.11777 -1.11659
C -3.57063 1.57824 -3.04125
H 4.51399 -0.10604 -3.01296
N -2.60759 0.62298 -1.14334
C -3.51766 0.87695 4.51429
H 6.64963 1.13078 -3.07667
H -2.16948 2.58461 -5.95521
H 5.77292 2.74743 0.78846
F -3.31035 -2.05944 -2.56835
H 2.81107 -1.08156 -1.46438
H 2.65363 4.12541 -0.87399
N 1.35160 1.64009 -0.83490
C 1.73129 4.31225 -1.43935
H 0.09924 2.18418 4.70794
N -1.70854 -4.27967 2.76436
F -4.31217 -2.26261 -0.49493
C 0.28003 2.49002 -0.43294
C -1.08405 1.69469 -4.28250
H 2.88020 0.54665 1.43319
C 0.99394 -4.07908 -1.60839
H -4.50191 0.54113 4.19096
C -0.86290 2.00538 0.19726
H -1.78502 -6.35697 3.00661
C 0.60457 -2.74083 -1.67581
H 2.83904 2.29070 1.37078
H -0.25086 0.79536 -2.55213
C 1.66228 -4.59318 -0.50884
H -2.33987 5.05182 0.69794
C -1.79062 2.98276 0.59720
C -1.59844 4.33423 0.36219
C -0.68959 -3.84098 3.58564
H -0.58571 -3.04082 -3.43421
C -2.40163 1.08584 -2.37251
H -0.07656 0.57930 5.41067
H 1.83745 3.81793 -2.41180
C -0.08551 -2.22633 -2.90918
C 1.48423 0.29720 -0.79341
C -2.46066 -5.51367 2.87183
C 3.50808 1.42829 1.30585
H 4.18971 1.47464 2.15739
C 4.30588 1.40092 0.02488
H -0.84436 -1.49182 -2.66448
F -2.89312 -3.92087 -1.23883
C -3.47126 2.12579 -4.35949

Here are the Löwdin charges for atoms 1 to 6, given in e: atom 1 (Cr): 0.252, atom 2 (H): 0.070, atom 3 (H): 0.109, atom 4 (C): -0.025, atom 5 (N): 0.073, atom 6 (H): 0.096



Record 5
C4H10Cl | the ωB97M-V functional and the def2-TZVPD basis

Summary:
**Kohn-Sham gap (spin up / spin down)**: 8.94 / 11.73 eV
**Lowest unoccupied orbital energy (spin up / spin down)**: 0.78 / -0.02 eV
**⟨S²⟩**: 0.753
**Max |F|**: 0.03676 Eh/bohr
**Spin multiplicity**: 2
**Relative energy (zero: lowest compared OMol25 entry of this formula, charge and spin)**: 1.300 eV

Atoms and positions in Å:
H -1.25726 -0.00338 -1.24684
H 1.52591 -1.38622 -1.68757
C 0.87151 -0.94812 -0.94714
Cl -2.86203 -2.03370 3.46313
C -0.70659 0.93550 -1.10336
H -0.95920 1.57823 -1.93615
H -1.06107 1.42552 -0.18441
H 1.21059 -1.28957 0.03781
H -2.17102 -1.81112 2.43621
H 1.98589 1.70510 0.61466
C 1.15383 1.02025 0.51337
H 0.26139 1.46841 0.96894
C 0.74583 0.55452 -0.86466
H -0.14047 -1.32441 -1.13135
H 1.40267 0.10899 1.06736

Here are the Löwdin charges for atoms 1 to 6, given in e: atom 1 (H): 0.059, atom 2 (H): 0.069, atom 3 (C): -0.101, atom 4 (Cl): 0.286, atom 5 (C): -0.098, atom 6 (H): 0.068